1.
# C42H40Br2LaN5O3SSi

C42H40Br2LaN5O3SSi as an isolated structure at a distorted geometry (ωB97M-V with the def2-TZVPD basis set, the Open Molecules 2025 dataset).

```
! RIJCOSX wB97M-V def2-TZVPD def2/J DEFGRID3
* xyz 0 1
La -0.3282 -1.3295 -0.2110
Br 1.8714 -6.1145 -1.3266
C 0.0242 -5.7520 -1.3521
C -0.8014 -6.8842 -1.4071
C -2.1298 -6.7978 -0.9993
Br -3.0042 -8.3546 -0.5305
C -2.7007 -5.5242 -0.8116
C -4.0696 -5.2901 -0.4883
C -4.5277 -4.0263 -0.1680
C -3.6016 -2.9683 -0.1643
N -2.3039 -3.1028 -0.5073
C -1.8719 -4.3610 -0.8303
C -0.5266 -4.4707 -1.1502
O 0.2110 -3.3816 -1.0878
H -0.4148 -7.8737 -1.5844
H -4.8131 -6.1239 -0.4986
H -5.5360 -3.8671 0.1654
H -3.9154 -1.9980 0.1352
C 1.0252 -3.2773 2.0634
Si -0.0306 -2.1371 3.1937
C 1.1711 -1.1523 4.3363
C -1.1628 -3.3116 4.1670
N -0.9025 -1.0191 2.1608
C -1.9985 -0.3148 2.6210
C -2.2422 -0.1559 3.9740
C -3.5434 0.1540 4.4340
C -4.5521 0.4460 3.5002
C -4.2158 0.4556 2.1307
C -2.9602 0.1312 1.6784
O -2.5910 0.1113 0.3158
C -3.1983 0.9099 -0.6241
C -3.5270 0.4047 -1.9056
C -4.0975 1.2241 -2.8662
C -4.3686 2.5618 -2.5789
C -4.0864 3.0733 -1.3166
C -3.4932 2.2417 -0.3679
H 1.7483 -3.7679 2.8020
H 1.6348 -2.7912 1.2537
H 0.4170 -4.1138 1.6560
H 0.7456 -0.9685 5.3491
H 1.3590 -0.1575 3.9322
H 2.1627 -1.5950 4.4727
H -0.6143 -4.1381 4.6822
H -1.9424 -3.8025 3.5105
H -1.7682 -2.8039 4.9493
H -1.3881 -0.2924 4.6516
H -3.7981 0.0078 5.4805
H -5.5840 0.5198 3.7851
H -5.0112 0.7012 1.3635
H -3.2674 -0.6127 -2.1854
H -4.3903 0.7314 -3.8274
H -4.7112 3.2446 -3.3546
H -4.2660 4.1007 -1.0339
H -3.1971 2.6884 0.5962
C 3.7127 2.8823 2.7673
C 4.7492 1.7794 2.4840
C 4.8922 1.4509 1.0196
N 3.8042 0.5744 0.5793
C 3.5610 0.2092 -0.6810
S 2.5716 -1.0803 -1.1924
N 4.1956 0.9548 -1.7560
C 3.7734 2.3129 -2.0458
O 3.7217 3.2087 -1.2250
C 3.5817 2.5620 -3.5197
C 3.3528 1.5819 -4.4995
C 3.3477 1.8881 -5.8407
C 3.3787 3.2272 -6.2170
C 3.5963 4.2276 -5.2718
C 3.6814 3.9073 -3.9153
H 3.9268 3.4979 3.6376
H 2.7461 2.4522 2.9275
H 3.7019 3.5571 1.8918
H 4.4753 0.8690 3.0731
H 5.7480 2.1065 2.8644
H 5.8510 0.9008 0.8824
H 4.9726 2.3421 0.3567
H 3.3173 0.0531 1.3091
H 3.9448 0.3676 -2.5740
H 3.1872 0.5472 -4.1604
H 3.1682 1.0833 -6.5726
H 3.3701 3.4824 -7.2856
H 3.6561 5.2689 -5.5597
H 3.7396 4.6640 -3.1663
N 0.1350 6.6789 -1.3655
C 0.1797 5.5450 -1.1180
C 0.3068 4.1193 -0.8120
C 0.1302 3.6304 0.4838
C 0.1600 2.2215 0.6982
C 0.2090 1.4166 -0.3948
C 0.4158 1.9125 -1.6968
C 0.4847 3.2842 -1.9063
H -0.0130 4.3219 1.2967
H 0.1416 1.9164 1.7326
H 0.5294 1.2469 -2.5598
H 0.6784 3.7522 -2.8506
*
```

Calculated values
Kohn-Sham gap: 6.630 eV
Energy above the lowest of the compared OMol25 structures with the same formula, charge and spin: 0.0 kcal per mole
HOMO energy: -7.28 eV
LUMO: -0.65 eV
E: -217456.3274 eV

2.
# C2H2INOS2

One molecule with the formula C2H2INOS2 at a distorted geometry (ωB97M-V with the def2-TZVPD basis set, the Open Molecules 2025 dataset).

```
! RIJCOSX wB97M-V def2-TZVPD def2/J DEFGRID3
* xyz 0 1
C 0.3124 -0.5399 0.9051
C -1.6126 -0.0255 -0.4998
N -0.7876 -0.6654 0.4150
O 0.9888 1.6292 -0.6995
S -2.6107 1.2589 -0.2427
S 1.6832 1.0318 0.3762
I 3.0878 -0.7790 -0.4931
H 0.8317 -1.2752 1.5072
H -1.8930 -0.6349 -1.2684
*
```

Calculated values
Kohn-Sham gap: 7.796 eV
Energy above the lowest of the compared OMol25 structures with the same formula, charge and spin: 16.8 kcal per mole
HOMO energy: -8.85 eV
LUMO: -1.06 eV
E: -35412.1497 eV

3.
# C21H32N5O2PS4SbSiTb

C21H32N5O2PS4SbSiTb as an isolated structure at a distorted geometry (ωB97M-V with the def2-TZVPD basis set, the Open Molecules 2025 dataset).

```
! RIJCOSX wB97M-V def2-TZVPD def2/J DEFGRID3
* xyz -1 8
Tb 1.2038 0.0615 0.8547
S 5.7891 -0.8558 3.2287
Sb 4.4318 0.0643 1.5882
S 3.2069 -1.8470 0.8265
S 2.7768 1.1601 2.9083
C -1.8472 -2.8333 -3.8740
Si -2.7149 -3.2257 -2.2279
C -4.1233 -1.9856 -1.8507
C -3.5559 -4.9331 -2.4629
C -1.5324 -3.3669 -0.7712
C -1.4561 -4.5188 -0.0115
C -0.5821 -4.5990 1.0653
C 0.2067 -3.5005 1.3431
N 0.1512 -2.3676 0.6525
C -0.6990 -2.2925 -0.3899
S -0.6985 -0.7850 -1.2060
H -2.5730 -2.6866 -4.6681
H -1.1903 -3.6474 -4.1645
H -1.2476 -1.9352 -3.7867
H -5.0167 -2.2367 -2.4161
H -3.8278 -0.9766 -2.1178
H -4.3875 -1.9871 -0.7959
H -4.2481 -4.8913 -3.2979
H -4.1189 -5.2418 -1.5876
H -2.8247 -5.7051 -2.6817
H -2.0843 -5.3664 -0.2492
H -0.5165 -5.4888 1.6759
H 0.9159 -3.5299 2.1606
O 2.3829 0.7632 -0.8326
C 2.5182 1.6545 -1.7542
C 2.9160 1.2972 -3.0648
C 3.1168 2.2388 -4.0415
C 2.9285 3.5925 -3.7759
C 2.5575 3.9843 -2.5100
C 2.3445 3.0492 -1.4981
C 2.0377 3.4940 -0.1602
N 1.3817 2.8365 0.7852
C 1.3915 3.6509 1.8861
C 2.0521 4.8063 1.6120
N 2.4515 4.7053 0.3070
H 3.0642 0.2470 -3.2717
H 3.4334 1.9341 -5.0303
H 3.0758 4.3354 -4.5461
H 2.4029 5.0399 -2.3106
H 0.9700 3.3357 2.8213
H 2.2941 5.6535 2.2216
H 3.0300 5.3604 -0.1913
N 2.1217 -1.9305 3.8183
C 1.1951 -0.9558 3.9157
N 1.0892 -0.3402 5.1372
O 0.3621 -0.7297 3.0213
H 2.8892 -1.9207 4.4746
H 2.3977 -2.1914 2.8582
H 1.9417 -0.2597 5.6703
H 0.5477 0.5100 5.1104
C -1.9175 2.8123 2.2194
P -1.3513 1.5066 1.0332
C -1.6038 2.4802 -0.5148
C -2.8891 0.4898 1.0054
H -2.9022 3.1736 1.9255
H -1.2129 3.6394 2.1966
H -1.9584 2.4093 3.2294
H -2.6219 2.8744 -0.5505
H -1.4277 1.8399 -1.3793
H -0.8918 3.3058 -0.5351
H -3.7816 1.1176 1.0040
H -2.9025 -0.1762 1.8675
H -2.8703 -0.1156 0.1027
*
```

Calculated values
Kohn-Sham gap (spin up / spin down): 7.097 / 5.460 eV
HOMO energy (spin up / spin down): -4.64 / -4.58 eV
LUMO (spin up / spin down): 2.46 / 0.87 eV
E: -123332.0534 eV

4.
# C15H7F3N5O7S

A 2-piece molecular cluster, C15H7F3N5O7S overall at a distorted geometry (ωB97M-V with the def2-TZVPD basis set, the Open Molecules 2025 dataset).

```
! RIJCOSX wB97M-V def2-TZVPD def2/J DEFGRID3
* xyz -1 1
F 4.8429 -0.2214 2.7547
C 3.7656 -0.8146 2.2137
F 4.1116 -1.3685 1.0253
F 3.2883 -1.7744 3.0442
S 2.4072 0.4645 1.9560
C 1.1823 -0.3576 0.9193
C -0.1420 -0.3308 1.5154
C -0.9155 -1.5101 1.5590
C -2.2539 -1.4553 1.9135
C -2.8574 -0.2274 2.2191
C -4.2595 -0.1790 2.5233
N -5.4147 -0.1554 2.7011
C -2.0746 0.9383 2.2440
C -0.7202 0.8823 1.9361
O 1.8855 0.8047 3.2496
O 3.0593 1.4592 1.1442
H 1.5803 -1.3365 0.6174
H -0.4318 -2.4442 1.2525
H -2.8315 -2.3780 1.9802
H -2.5361 1.8818 2.5417
H -0.1388 1.8050 1.9353
O -2.3366 2.1751 -4.4685
N -1.8826 1.0386 -4.2692
O -2.1555 0.0585 -4.9933
C -0.9941 0.7630 -3.1598
C -0.5475 -0.5449 -2.9366
C 0.3684 -0.8592 -1.9096
N 0.6784 -2.2574 -1.7653
O 0.0805 -3.0972 -2.5009
O 1.4965 -2.5915 -0.8746
C 0.9669 0.1444 -1.0892
C 0.6193 1.4955 -1.3853
N 1.1792 2.6483 -0.9026
O 0.5913 3.6579 -1.7207
N -0.3347 3.1471 -2.6205
C -0.3346 1.8148 -2.3960
H -0.9714 -1.3386 -3.5371
H 2.0295 0.0632 -0.7162
*
```

Calculated values
Kohn-Sham gap: 6.370 eV
Energy above the lowest of the compared OMol25 structures with the same formula, charge and spin: 5.7 kcal per mole
HOMO energy: -5.06 eV
LUMO: 1.31 eV
E: -56430.7030 eV

5.
# C2H5N5O

One molecule with the formula C2H5N5O at a distorted geometry (ωB97M-V with the def2-TZVPD basis set, the Open Molecules 2025 dataset).

```
! RIJCOSX wB97M-V def2-TZVPD def2/J DEFGRID3
* xyz 0 1
H -0.7795 -1.2494 2.8526
N -0.1468 -1.6115 2.1514
C -0.2134 -0.9133 1.1109
N 0.4225 -1.3361 -0.0060
N 0.5136 -0.6160 -1.1404
C 0.1734 0.5861 -1.0870
N 0.0800 1.4798 -2.1007
O -0.2591 1.2241 0.0932
N -0.9342 0.3595 0.9798
H 0.7810 -2.2804 -0.0050
H 0.5331 2.3503 -1.7826
H 0.6417 1.0612 -2.8589
H -0.8124 0.9459 1.7927
*
```

Calculated values
SMILES: [H]/N=C1/NN=C(N)ON1
Kohn-Sham gap: 9.131 eV
Energy above the lowest of the compared OMol25 structures with the same formula, charge and spin: 52.0 kcal per mole
HOMO energy: -8.39 eV
LUMO: 0.74 eV
E: -11650.2915 eV